[1]
H11O5S | wB97M-V/def2-TZVPD

Last column: natural (NBO) charge in e.
Element x y z (Å)
S (1.92115, 0.68894, -0.03217)  -1.01
H (1.31335, -0.48549, 0.06822)  0.10
H (1.18352, -0.18594, -2.03881)  0.48
H (2.02119, -1.02967, -2.94699)  0.47
O (1.21465, -0.48054, -2.89999)  -0.95
H (0.20918, -1.55792, -2.03165)  0.48
H (-0.99165, -1.82389, -1.09316)  0.46
O (-0.35810, -2.29310, -1.66595)  -0.99
H (-2.58399, -1.72149, 2.44756)  0.49
H (-3.24172, -2.35474, 1.04217)  0.49
O (-3.07889, -2.46219, 2.00182)  -0.98
H (-1.29872, 2.09438, -0.67817)  0.45
H (-0.30629, 1.04804, -0.96220)  0.49
O (-1.31536, 1.25043, -1.04739)  -0.99
H (1.19821, 2.74960, 3.61743)  0.47
H (2.31393, 3.10617, 2.73492)  0.48
O (1.79956, 3.45741, 3.48435)  -0.95

Its HOMO-LUMO gap is 0.267 hartree. Its charge is -1. Its spin multiplicity is 1. Its calculated total energy is -781.0254 hartree.



[2]
C2H7N2 | wB97M-V/def2-TZVPD

Last column: natural (NBO) charge in e.
Element x y z (Å)
N (-0.85798, 0.61254, -1.55557)  -0.76
C (-0.45988, 0.44845, -0.23947)  0.02
C (0.78356, -0.09604, 0.12778)  -0.22
N (0.58059, -0.67399, 1.45046)  -0.70
H (-1.82505, 0.33060, -1.59253)  0.42
H (-0.11235, 0.25101, -2.08448)  0.39
H (-1.00203, 1.25199, 0.41317)  0.24
H (1.47213, -0.70149, -0.47215)  0.24
H (1.45920, -1.19189, 1.96076)  0.47
H (-0.07907, -0.18706, 2.10706)  0.46
H (0.08678, -1.43748, 1.07406)  0.44

Its HOMO-LUMO gap is 0.341 hartree. Its charge is +1. Its spin multiplicity is 1. Its calculated total energy is -189.5606 hartree.



[3]
C16H30ClO4 | wB97M-V/def2-TZVPD

Last column: natural (NBO) charge in e.
Element x y z (Å)
C (2.38913, 2.45059, 3.97250)  -0.63
C (1.51288, 3.20176, 2.84801)  -0.42
C (0.02431, 2.59986, 2.65954)  -0.40
C (-0.21131, 1.92038, 1.20449)  -0.42
C (-0.83039, 2.92091, 0.11072)  -0.41
C (-2.11300, 2.36185, -0.67669)  -0.41
C (-2.04654, 0.80549, -1.07453)  -0.44
C (-3.37918, 0.05073, -0.52311)  -0.40
C (-3.16705, -0.66777, 0.89672)  -0.41
C (-1.94426, -1.70593, 0.95343)  -0.42
C (-1.72445, -2.57587, -0.37606)  -0.42
C (-0.19883, -3.15924, -0.28730)  -0.40
C (0.88851, -2.03662, -0.71170)  -0.45
C (1.19737, -2.01484, -2.28478)  0.05
O (1.51778, -0.68396, -2.75923)  -0.55
C (2.89361, -0.59403, -3.15691)  0.99
O (3.66696, 0.36719, -3.05981)  -0.52
O (3.22696, -1.92117, -3.66006)  -0.48
C (2.43102, -2.86638, -2.85280)  0.33
O (3.41025, -3.40398, -1.93845)  -0.73
H (1.80158, 1.69405, 4.60047)  0.20
H (2.82824, 3.22931, 4.70728)  0.21
H (3.28858, 1.88404, 3.52974)  0.22
H (1.40937, 4.29043, 3.18264)  0.20
H (2.10239, 3.20554, 1.86713)  0.21
H (-0.05998, 1.73566, 3.42564)  0.20
H (-0.78347, 3.39121, 2.81565)  0.20
H (0.84782, 1.64366, 0.82583)  0.21
H (-0.80405, 0.95667, 1.35561)  0.21
H (-1.18883, 3.85574, 0.69635)  0.19
H (-0.02343, 3.31673, -0.60997)  0.22
H (-2.15910, 2.94782, -1.67532)  0.21
H (-3.10461, 2.62979, -0.14320)  0.20
H (-1.07891, 0.27519, -0.79031)  0.23
H (-2.12278, 0.72495, -2.22724)  0.22
H (-3.69121, -0.78443, -1.26248)  0.20
H (-4.25089, 0.80984, -0.47154)  0.21
H (-4.15861, -1.16899, 1.21066)  0.20
H (-2.98088, 0.15728, 1.67649)  0.20
H (-2.19767, -2.45668, 1.79841)  0.21
H (-0.94476, -1.22266, 1.27531)  0.21
H (-1.76370, -1.98481, -1.35136)  0.21
H (-2.39763, -3.50199, -0.35726)  0.21
H (-0.01122, -3.36480, 0.83363)  0.20
H (-0.04600, -4.08094, -0.94342)  0.21
H (0.64225, -0.99373, -0.27835)  0.22
H (1.87958, -2.34452, -0.19708)  0.22
H (0.23392, -2.30119, -2.84264)  0.18
H (2.14573, -3.76955, -3.50277)  0.18
H (3.93009, -2.64611, -1.56526)  0.48
Cl (5.11440, -1.17647, -4.86663)  -0.95

Its HOMO-LUMO gap is 0.192 hartree. Its charge is -1. Its spin multiplicity is 1. Its calculated total energy is -1388.6801 hartree.



[4]
C19H26GeNO2S2SeSn | wB97M-V/def2-TZVPD

Last column: natural (NBO) charge in e.
Element x y z (Å)
Sn (-0.92092, -0.87364, -2.82077)  1.22
C (1.62496, -4.44774, -0.94791)  -0.68
C (1.25456, -3.07022, -1.40578)  -0.09
S (-0.22842, -2.49092, -0.87658)  0.15
C (2.14116, -2.31974, -2.23723)  -0.12
C (3.51459, -2.82369, -2.56375)  -0.69
S (1.71741, -0.83688, -2.88379)  0.22
H (0.81635, -4.88614, -0.37175)  0.25
H (2.52583, -4.42786, -0.33082)  0.26
H (1.82734, -5.09012, -1.80883)  0.25
H (3.67568, -3.85451, -2.26221)  0.24
H (4.25501, -2.19550, -2.06335)  0.27
H (3.70125, -2.72825, -3.63282)  0.27
O (-1.60278, 3.15892, -2.68333)  -0.55
C (-1.60172, 1.98609, -2.39577)  0.74
O (-0.57118, 1.18913, -2.49333)  -0.82
C (-2.83712, 1.35820, -1.77637)  0.13
C (-3.94077, 2.17397, -1.48759)  -0.23
C (-4.99633, 1.62766, -0.81513)  -0.09
C (-4.94432, 0.27622, -0.41292)  -0.12
C (-5.96512, -0.33149, 0.35222)  -0.15
C (-5.86559, -1.64199, 0.72189)  -0.19
C (-4.75133, -2.40779, 0.32482)  -0.17
C (-3.75209, -1.85147, -0.42219)  -0.24
C (-3.81218, -0.49101, -0.79073)  0.24
N (-2.78237, 0.07837, -1.47750)  -0.52
H (-3.91811, 3.20495, -1.80777)  0.27
H (-5.87845, 2.21184, -0.58330)  0.23
H (-6.82279, 0.26396, 0.63876)  0.23
H (-6.64218, -2.10079, 1.31851)  0.23
H (-4.69368, -3.44721, 0.61967)  0.23
H (-2.89681, -2.43970, -0.72627)  0.21
C (3.97194, 1.68332, 3.84748)  -1.08
Ge (3.23393, 1.46813, 2.03724)  1.60
C (3.33726, 3.13854, 1.00500)  -1.09
C (4.07202, -0.01662, 1.05249)  -1.09
C (1.30863, 0.91211, 2.29430)  -1.03
Se (0.23983, 1.11296, 0.69698)  0.24
C (-0.22603, 2.97894, 0.94835)  -0.78
H (5.02737, 1.95079, 3.78214)  0.24
H (3.88559, 0.75912, 4.41791)  0.23
H (3.45101, 2.47509, 4.38442)  0.24
H (4.38432, 3.34465, 0.77877)  0.24
H (2.94631, 3.98244, 1.57212)  0.23
H (2.79400, 3.05352, 0.06402)  0.24
H (5.11524, 0.21826, 0.83955)  0.24
H (3.55405, -0.18059, 0.10566)  0.21
H (4.03831, -0.93284, 1.64257)  0.23
H (0.85034, 1.47436, 3.10694)  0.24
H (1.30736, -0.14728, 2.55163)  0.23
H (0.62902, 3.48999, 1.38108)  0.23
H (-1.08580, 3.04722, 1.61077)  0.22
H (-0.46455, 3.41524, -0.01752)  0.24

Its HOMO-LUMO gap is 0.139 hartree. Its charge is +1. Its spin multiplicity is 1. Its calculated total energy is -6433.6539 hartree.



[5]
C18H23FN6O3PtS | wB97M-V/def2-TZVPD

Last column: natural (NBO) charge in e.
Element x y z (Å)
Pt (1.71685, -0.65392, -4.81160)  1.03
N (0.86335, -2.95862, -5.49570)  -0.63
N (1.87105, -3.53002, -6.26720)  -0.42
C (3.11405, -3.03282, -6.33860)  0.32
N (4.00895, -3.69602, -7.06080)  -0.74
S (3.64515, -1.61192, -5.54090)  -0.10
H (0.72155, -3.44502, -4.61040)  0.40
H (-0.01505, -2.88042, -6.00200)  0.41
H (1.66475, -4.37432, -6.79620)  0.40
H (3.79185, -4.52572, -7.59310)  0.42
H (4.95045, -3.33912, -7.10640)  0.44
F (1.15745, -2.15172, 2.32580)  -0.32
C (0.59315, -1.13652, 1.64270)  0.33
C (0.77815, -1.11032, 0.28810)  -0.19
C (0.26965, -0.06112, -0.47960)  -0.18
C (0.55445, -0.02872, -1.90400)  0.52
O (1.15595, -0.96582, -2.46460)  -0.66
C (0.11835, 1.16928, -2.56040)  -0.30
C (-0.59685, 2.11838, -1.90340)  0.14
N (-0.95465, 2.00938, -0.60530)  -0.36
C (-1.80065, 3.03558, -0.04830)  -0.08
C (-3.18275, 2.68428, 0.42770)  -0.42
C (-3.00465, 3.46428, -0.83590)  -0.41
C (-0.47305, 0.96178, 0.14640)  0.28
C (-0.66755, 0.89338, 1.53140)  -0.30
C (-0.11935, -0.11982, 2.30940)  0.20
N (-0.29415, -0.07042, 3.70740)  -0.48
C (0.24545, 1.11618, 4.35940)  -0.24
C (-0.46345, 1.31498, 5.71590)  -0.24
N (-1.37735, 0.17238, 5.94610)  -0.49
C (-0.62285, -1.10092, 5.89920)  -0.24
C (-0.01245, -1.26812, 4.49020)  -0.24
C (0.51505, 1.27838, -4.02400)  0.72
O (1.29625, 2.13188, -4.39950)  -0.54
O (-0.02995, 0.35418, -4.73610)  -0.71
H (1.36005, -1.87832, -0.19710)  0.26
H (-0.91215, 3.01948, -2.40970)  0.24
H (-1.24905, 3.79838, 0.49350)  0.23
H (-3.56025, 3.18908, 1.30370)  0.23
H (-3.50995, 1.66038, 0.33150)  0.23
H (-3.26035, 4.51138, -0.85660)  0.25
H (-3.21285, 2.95178, -1.76270)  0.23
H (-1.24205, 1.67178, 2.00760)  0.23
H (0.08255, 1.98038, 3.71640)  0.24
H (1.33015, 1.01618, 4.51200)  0.21
H (-1.03435, 2.24388, 5.73050)  0.24
H (0.26205, 1.34338, 6.52980)  0.24
H (-2.06555, 0.15378, 5.18110)  0.45
H (-1.86865, 0.27518, 6.84030)  0.45
H (-1.28965, -1.93132, 6.13430)  0.25
H (0.15475, -1.06222, 6.66360)  0.23
H (-0.46625, -2.12442, 3.98830)  0.24
H (1.06435, -1.46152, 4.58760)  0.22

Its HOMO-LUMO gap (alpha / beta) is 0.250 / 0.248 hartree. Its charge is +2. Its spin multiplicity is 1. Its calculated total energy is -1870.7458 hartree.